<1>
# C2H9NOS2

A cluster of 2 separate species, C2H9NOS2 in total (ωB97M-V/def2-TZVPD, OMol25).

Values from the calculation:
Charge: 0
Gap between HOMO and LUMO in eV: 8.67
HOMO in eV: -8.33
2S+1: 1
SMILES: NCCSS.O

Geometry (Å):
N1 -1.83516 0.39254 -0.74988
C1 -0.63491 1.03452 -0.17752
C2 0.53868 0.80801 -1.12488
S1 2.13172 1.36825 -0.51216
S2 2.31255 -0.12171 0.95668
H1 -2.61735 1.02723 -0.71842
H2 -2.10376 -0.37995 -0.15902
H3 -0.80006 2.10843 -0.05744
H4 -0.40437 0.63517 0.80231
H5 0.58523 -0.25563 -1.37667
H6 0.31025 1.30716 -2.06686
H7 3.28613 0.53059 1.57349
H8 -0.38644 -3.59546 1.14035
H9 0.15577 -2.16557 1.02703
O1 -0.53829 -2.69357 1.44301

<2>
# C2H9NOS2

A cluster of 2 separate species, C2H9NOS2 in total (ωB97M-V/def2-TZVPD, OMol25).

Values from the calculation:
Charge: 0
Gap between HOMO and LUMO in eV: 9.69
HOMO in eV: -9.11
2S+1: 1
SMILES: CSS.NCO

Geometry (Å):
C1 -0.07271 1.69946 2.57869
S1 -1.15369 1.66996 1.12448
S2 -0.17038 2.22495 -0.53444
H1 0.19053 0.68301 2.87203
H2 -0.68422 2.05760 3.39662
H3 0.78193 2.32074 2.33206
H4 0.32277 1.09315 -1.04686
N1 -0.92487 -1.52154 -0.77408
C2 0.12563 -1.60811 -1.73876
O1 1.35136 -1.17019 -1.16625
H5 -0.69413 -2.05211 0.06184
H6 -1.13016 -0.56251 -0.54611
H7 0.16142 -2.65742 -2.05902
H8 -0.13197 -1.05329 -2.64415
H9 2.02850 -1.12370 -1.85603

<3>
# C2H9NOS2

A cluster of 2 separate species, C2H9NOS2 in total (ωB97M-V/def2-TZVPD, OMol25).

Values from the calculation:
Charge: 0
Gap between HOMO and LUMO in eV: 9.57
HOMO in eV: -9.61
2S+1: 1
SMILES: CSS.NCO

Geometry (Å):
N1 0.24751 2.31661 1.54610
C1 1.13753 1.76803 0.54904
O1 0.45428 1.65037 -0.73372
H1 -0.03363 3.26213 1.20636
H2 -0.61252 1.75466 1.63032
H3 1.95457 2.47915 0.32417
H4 1.43072 0.79606 0.93613
H5 0.64942 0.70113 -1.05948
C2 -1.93865 -0.33235 -0.13384
S1 -0.57745 -1.32886 0.61111
S2 0.73404 -1.41433 -1.12045
H6 -1.71073 0.72984 -0.15536
H7 -2.73676 -0.61332 0.58810
H8 -2.24164 -0.70127 -1.12174
H9 0.23500 -2.55051 -1.64324

Stability order, top to bottom: <1>, <2>, <3>

<1>
# C5H4N2S

The molecule C5H4N2S (ωB97M-V/def2-TZVPD, OMol25).

Values from the calculation:
Charge: 0
Gap between HOMO and LUMO in eV: 10.19
HOMO in eV: -10.13
2S+1: 1
SMILES: N#C[C@H]1C[C@H](C#N)S1

Geometry (Å):
C1 1.24135 -2.01898 0.27178
C2 0.06452 -1.14966 0.22000
C3 0.19350 0.27329 0.70312
C4 -0.18929 0.95628 -0.64790
C5 -1.37723 1.82707 -0.68028
H1 -0.78843 -1.69442 0.62399
H2 1.18947 0.48421 1.02971
H3 -0.46782 0.59467 1.49711
H4 0.59916 1.55592 -1.04585
N1 2.16512 -2.68935 0.24716
N2 -2.27148 2.54476 -0.70937
S1 -0.35886 -0.68380 -1.50947

<2>
# C5H4N2S

A cluster of 2 separate species, C5H4N2S in total (ωB97M-V/def2-TZVPD, OMol25).

Values from the calculation:
Charge: 0
Gap between HOMO and LUMO (spin up / spin down) in eV: 8.77 / 8.31
HOMO (spin up / spin down) in eV: -8.85 / -8.81
2S+1: 1

Geometry (Å):
C1 -1.15873 0.52825 -0.28146
C2 -2.24394 -0.12281 -0.86264
C3 -0.26292 -1.61627 -0.42587
C4 -0.08317 -0.29331 -0.02524
C5 2.15132 0.89040 0.62001
N1 3.09618 0.49743 1.58180
N2 2.20213 1.24518 1.92451
S1 -1.90509 -1.80996 -1.01435
H1 -1.07261 1.58958 0.02849
H2 -3.22722 0.07306 -1.04276
H3 0.33715 -2.48543 -0.26810
H4 2.16690 1.50389 -0.23439

<3>
# C5H4N2S

A structure of composition C5H4N2S (ωB97M-V/def2-TZVPD, OMol25).

Values from the calculation:
Charge: 0
Gap between HOMO and LUMO in eV: 10.30
HOMO in eV: -10.17
2S+1: 1

Geometry (Å):
C1 1.37891 -0.03769 -1.82747
C2 0.65202 -0.74026 -0.77095
C3 0.53050 0.04584 0.55916
C4 -0.93310 0.47492 0.34663
C5 -1.80934 0.31531 1.51484
H1 1.07190 -1.73912 -0.65347
H2 1.20804 0.85030 0.67009
H3 0.62910 -0.61167 1.43187
H4 -1.01372 1.48798 -0.06505
N1 1.95841 0.51633 -2.64640
N2 -2.49983 0.18372 2.43359
S1 -1.17289 -0.74565 -0.99284

Stability order, top to bottom: <3>, <1>, <2>

<1>
# C4H10NOS

A structure of composition C4H10NOS (ωB97M-V/def2-TZVPD, OMol25).

Values from the calculation:
Charge: +1
Gap between HOMO and LUMO in eV: 7.59
HOMO in eV: -13.82
2S+1: 1

Geometry (Å):
C1 1.04112 -1.57552 -0.93086
C2 -1.92720 0.05053 -1.22966
C3 0.87473 1.42725 2.01661
C4 0.79794 -0.32086 -0.15562
N1 -1.05655 0.11807 -0.09402
O1 -1.43115 0.66727 0.93293
S1 1.26883 -0.23833 1.52058
H1 0.22970 -1.60788 -1.71206
H2 2.01738 -1.60702 -1.45047
H3 0.90494 -2.58441 -0.47509
H4 -1.49076 0.60155 -1.93193
H5 -3.00493 0.38688 -1.01728
H6 -1.95322 -1.04203 -1.46739
H7 -0.07528 1.81292 1.85064
H8 1.77304 2.15616 1.80929
H9 0.93264 1.21143 3.02631
H10 1.09878 0.54398 -0.69199

<2>
# C4H10NOS

The ion C4H10NOS with charge +1 (ωB97M-V/def2-TZVPD, OMol25).

Values from the calculation:
Charge: +1
Gap between HOMO and LUMO in eV: 8.88
HOMO in eV: -12.75
2S+1: 1
SMILES: [NH3+][C@@H](C=O)CCS

Geometry (Å):
O1 1.20759 -2.06824 -0.44204
C1 0.69152 -1.09085 -0.91128
C2 0.82577 0.30753 -0.13695
C3 -0.51172 0.45164 0.62383
C4 -1.82547 -0.19215 0.19017
S1 -2.94167 0.94842 -0.74321
N1 2.15381 0.20517 0.62595
H1 0.12067 -0.95592 -1.83146
H2 0.82272 1.08475 -0.88554
H3 -0.80441 1.52286 0.53088
H4 -0.47249 0.42231 1.74288
H5 -1.76606 -1.19471 -0.18228
H6 -2.49408 -0.36434 1.00534
H7 -2.32309 0.74421 -1.97551
H8 2.28432 -0.82834 0.59221
H9 2.99213 0.57976 0.18397
H10 2.04046 0.42791 1.61304

Stability order, top to bottom: <2>, <1>

<1>
# C5H30N2O8S

A cluster of 9 separate species, C5H30N2O8S in total (ωB97M-V/def2-TZVPD, OMol25).

Values from the calculation:
Charge: 0
Gap between HOMO and LUMO in eV: 8.31
HOMO in eV: -8.37
2S+1: 1
SMILES: CN[C@H](CN)CCS.O.O.O.O.O.O.O.O

Geometry (Å):
C1 0.88488 -0.24964 1.74351
N1 0.60659 -1.05174 0.58480
C2 -0.61334 -0.72311 -0.21742
C3 -0.95810 -2.00146 -1.05692
C4 -0.23065 -1.95902 -2.36531
S1 -1.27197 -2.38013 -3.83000
C5 -1.82533 -0.33373 0.67717
N2 -2.35733 0.91963 0.17948
H1 0.18311 -0.28816 2.59668
H2 1.16378 0.79968 1.54876
H3 1.77765 -0.79016 2.14663
H4 0.66095 -2.04863 0.64945
H5 -0.38126 0.09840 -0.87217
H6 -2.09249 -2.02253 -1.06201
H7 -0.81880 -2.93526 -0.48536
H8 0.36964 -1.03859 -2.48820
H9 0.54628 -2.71521 -2.36943
H10 -0.86243 -1.43274 -4.65422
H11 -1.47360 -0.13933 1.71591
H12 -2.53861 -1.14209 0.62126
H13 -2.54544 1.60387 0.96259
H14 -3.05478 0.88125 -0.55370
H15 0.67510 2.22275 -3.57857
H16 -0.32798 1.37072 -2.79010
O1 0.28740 1.34335 -3.52580
H17 -1.26971 3.66301 0.60408
H18 -1.88199 4.30053 1.76223
O2 -1.35078 3.49292 1.58938
H19 -0.98189 -2.04141 2.79148
H20 0.19623 -1.93581 3.72102
O3 -0.26436 -2.56741 3.15948
H21 2.76575 1.81932 -0.06010
H22 2.34313 3.27879 0.43686
O4 3.05966 2.69575 0.18703
H23 2.93329 -3.80092 0.47675
H24 3.77277 -2.50369 0.84354
O5 2.96901 -3.00238 1.01579
H25 4.04803 -1.38811 -1.74676
H26 3.25398 -1.09307 -3.03628
O6 3.71908 -1.78498 -2.55609
H27 -1.38793 2.23848 -0.85402
H28 -1.60891 3.41577 -1.91885
O7 -1.61652 3.21332 -0.97092
H29 -1.22088 2.22372 2.98453
H30 -1.68360 2.20628 4.36199
O8 -1.59765 1.58176 3.63182

<2>
# C5H30N2O8S

A cluster of 9 separate species, C5H30N2O8S in total (ωB97M-V/def2-TZVPD, OMol25).

Values from the calculation:
Charge: 0
Gap between HOMO and LUMO in eV: 9.65
HOMO in eV: -9.15
2S+1: 1
SMILES: CNCCNCCS.O.O.O.O.O.O.O.O

Geometry (Å):
C1 0.09949 -0.78805 1.14103
N1 -0.02950 0.66610 1.34258
C2 -0.95830 0.95597 2.43372
C3 -1.35254 2.42652 2.42631
S1 -2.51859 2.84077 1.08048
C4 1.07469 -1.06484 -0.01486
N2 0.94111 -2.41121 -0.58109
C5 1.67364 -3.41695 0.16402
H1 -0.88627 -1.25930 0.97231
H2 0.46100 -1.23579 2.07902
H3 -0.31321 1.09759 0.45386
H4 -1.88237 0.35598 2.39895
H5 -0.44377 0.70621 3.37947
H6 -0.49529 3.10093 2.35334
H7 -1.83513 2.68363 3.37050
H8 -1.63383 3.00029 0.06591
H9 2.09597 -0.90153 0.36841
H10 0.88453 -0.31646 -0.79049
H11 -0.05075 -2.61843 -0.61378
H12 1.63021 -4.37380 -0.37345
H13 1.30796 -3.60972 1.18554
H14 2.73104 -3.14811 0.21971
H15 -3.35138 1.18399 -1.60371
H16 -3.26237 -0.23913 -2.24493
O1 -3.25656 0.73693 -2.45199
H17 -0.54418 -1.65571 -3.34352
H18 -0.39269 -2.85227 -2.35740
O2 -0.81956 -2.57952 -3.18934
H19 1.52262 1.15106 1.65088
H20 2.57019 2.23401 2.16623
O3 2.52129 1.36155 1.74848
H21 -0.85263 1.43926 -4.30327
H22 -1.72903 0.89487 -3.13599
O4 -0.79659 0.93995 -3.48198
H23 3.37414 1.36953 -1.28977
H24 2.79538 1.74827 0.06844
O5 2.78004 2.02518 -0.88680
H25 -0.15716 1.96681 -2.24061
H26 1.09231 2.37834 -1.35631
O6 0.12539 2.52664 -1.49145
H27 -3.85985 -2.42473 -2.33514
H28 -2.30273 -2.24510 -2.43442
O7 -3.12222 -1.94504 -1.94488
H29 2.83590 -0.35565 4.46581
H30 2.24167 0.09153 3.05952
O8 2.08796 -0.44056 3.87063

Stability order, top to bottom: <2>, <1>